(1)
Entry from OMol25: a structure of composition C5H7N (ωB97M-V/def2-TZVPD).

Last column: Mulliken charge in e.
Element x y z (Å)
C 1.52 -0.76 -0.64  -0.68
C 1.49 0.50 -0.43  0.12
C 0.73 1.44 0.21  -0.18
N -0.77 0.42 0.85  -0.35
C -0.74 -0.89 0.71  -0.19
C -1.57 -0.18 -0.26  -0.43
H 2.16 -1.48 -1.11  0.33
H 1.08 1.83 1.16  0.25
H 0.17 2.15 -0.39  0.25
H -0.75 -1.67 1.45  0.38
H 0.50 -1.22 -0.10  0.00
H -2.65 -0.08 -0.17  0.25
H -1.17 -0.08 -1.27  0.25

Output
- energy relative to the best compared isomer or geometry (same formula, charge and spin) (kcal per mole) = 131.82
- electronic energy (Ha) = -249.26317
- largest force on an atom (eV Å⁻¹) = 0.4
- charge = 0

(2)
Entry from OMol25: a cluster of 2 separate species, C5H7N in total (ωB97M-V/def2-TZVPD).

Last column: Mulliken charge in e.
Element x y z (Å)
C 2.50 0.50 -0.25  -0.97
C 1.19 0.19 0.45  -0.31
C 0.45 -0.85 0.16  0.41
N -0.28 -1.78 -0.17  -0.57
H 3.35 0.10 0.31  0.26
H 2.52 0.08 -1.26  0.31
H 2.64 1.59 -0.33  0.29
H 0.85 0.83 1.26  0.34
H -0.08 -2.66 0.32  0.25
C -3.61 1.00 -0.04  -0.37
C -2.97 -0.01 -0.20  -0.45
H -4.17 1.90 0.10  0.36
H -2.37 -0.88 -0.35  0.45

Output
- energy relative to the best compared isomer or geometry (same formula, charge and spin) (kcal per mole) = 82.08
- electronic energy (Ha) = -249.34244
- largest force on an atom (eV Å⁻¹) = 0.6
- charge = 0

The following highest occupied orbital energy values (in eV) correspond, in order, to the records above: -8.83; -8.97.